1.
{"formula": "C27H57N2OP3Pb", "method": "ωB97M-V/def2-TZVPD", "de_lowest_kcal_mol": 72.08, "homo_lumo_gap_ev": [4.95, 6.46], "molar_mass_g_mol": 725.9, "e_homo_ev": [-6.530, -6.493], "species": ["H", "H", "O", "P", "H", "H", "C", "C", "C", "H", "N", "C", "C", "H", "H", "H", "H", "H", "H", "C", "H", "H", "H", "H", "H", "H", "H", "H", "N", "H", "H", "C", "H", "H", "C", "H", "H", "H", "C", "H", "C", "H", "H", "C", "H", "H", "H", "C", "H", "H", "H", "H", "H", "H", "C", "C", "H", "C", "H", "H", "C", "C", "H", "H", "Pb", "H", "H", "C", "C", "H", "P", "C", "H", "H", "C", "C", "H", "H", "P", "H", "C", "C", "H", "H", "C", "H", "C", "H", "C", "H", "H"], "xyz": [[-2.71, -4.11, -1.21], [-3.21, 2.09, 1.26], [2.79, 1.33, 0.98], [2.22, 1.73, -1.99], [-2.41, 1.65, -2.62], [-0.32, -5.20, -1.09], [-2.20, -2.23, -0.17], [-2.66, -1.34, -1.34], [-1.79, 1.32, 4.12], [4.46, 1.98, 3.81], [0.36, -0.93, -0.28], [3.46, 3.08, -1.89], [-3.45, 3.47, -3.18], [-3.67, -0.99, -1.11], [-0.90, 0.92, 4.62], [-3.71, -1.22, 0.97], [0.62, 1.31, -3.75], [2.96, 4.04, -2.07], [-1.10, -2.35, -3.30], [-0.06, -2.26, -2.97], [4.37, 2.88, 2.27], [-4.20, 2.94, -3.77], [-0.16, -4.95, 2.61], [2.18, -4.14, -1.15], [-2.69, -2.24, 2.00], [-2.39, 0.46, 3.78], [3.55, -1.07, 1.91], [2.27, -2.36, -1.37], [-0.53, 2.68, -1.11], [-0.72, -5.12, 0.94], [-2.38, 1.91, 4.85], [-2.89, 2.83, 1.99], [-2.77, 3.79, 1.48], [2.71, -0.60, -2.55], [0.23, -2.20, 2.57], [-0.66, 5.34, -1.17], [-4.28, 5.44, -3.56], [-2.70, -1.90, -2.28], [4.11, -0.20, 2.26], [2.19, -3.44, -2.78], [1.48, 1.98, -3.66], [4.12, 0.46, -2.90], [-3.65, 2.93, 2.78], [-0.83, 3.90, 3.52], [-2.45, 6.64, -2.32], [0.58, -2.52, -3.82], [0.25, -5.11, -2.75], [-2.46, 5.55, -2.36], [-1.02, 4.73, 2.83], [1.13, 3.01, -3.74], [4.96, -0.06, 1.57], [-2.00, -0.47, -1.44], [-0.77, -1.84, 2.83], [2.21, 1.77, -4.46], [0.25, -3.21, 1.42], [-2.93, -3.58, -0.28], [1.80, -4.53, 0.62], [-2.46, 2.74, -2.54], [-2.06, -0.66, 1.36], [0.14, -1.22, -2.68], [0.29, -3.18, -1.78], [1.82, -3.29, -1.75], [-1.62, -4.09, 2.12], [2.99, 2.89, 3.39], [0.52, 1.14, 0.54], [2.34, -2.84, 0.96], [2.31, 0.75, 2.86], [1.70, -3.67, 1.29], [-3.48, 4.88, -3.07], [-4.01, -3.37, -0.26], [-0.31, -2.37, -0.18], [-0.63, -4.41, 1.77], [-1.40, 4.04, 4.45], [-2.72, -4.25, 0.55], [-0.33, -4.57, -1.99], [-1.47, 4.84, -1.72], [3.88, 3.08, -0.87], [0.65, -2.70, 3.46], [-1.26, 2.33, 2.68], [3.72, 0.01, -1.21], [-1.43, 3.38, -1.73], [3.22, 1.03, 2.27], [-1.36, -4.50, -2.37], [4.27, 2.94, -2.62], [3.30, 0.26, -2.20], [0.86, -1.33, 2.33], [-2.67, -1.55, 1.14], [0.25, 3.89, 3.76], [3.80, 2.26, 2.97], [4.50, -0.44, 3.25], [2.06, -3.99, 2.27]], "mulliken_charge": [0.217, 0.230, -0.521, 1.103, 0.190, 0.159, 2.534, -2.019, -1.358, 0.400, 0.164, -1.269, -0.535, 0.603, 0.349, 0.653, 0.203, 0.315, 0.263, -1.777, 0.282, 0.362, 0.519, 0.201, 0.220, 0.326, 0.022, -0.030, -0.331, 0.210, 0.445, -1.271, 0.374, 0.140, -1.650, 0.362, 0.354, 0.195, -1.242, 0.617, -1.318, 0.531, 0.421, -1.219, 0.345, 0.555, 0.488, -0.433, 0.365, 0.360, 0.316, 0.294, 0.195, 0.447, 2.744, -1.730, 0.312, 0.161, 0.103, 0.197, 2.042, -1.393, 0.317, 0.171, 1.401, 0.196, -0.277, -1.974, -0.292, 0.509, -0.591, -1.917, 0.394, 0.325, -1.743, -0.288, 0.231, 0.571, 0.747, 0.102, -0.657, 1.214, 0.377, 0.391, -1.012, -0.011, -1.891, 0.251, -1.383, 0.441, 0.607]}

2.
{"formula": "C27H58BO11S3", "method": "ωB97M-V/def2-TZVPD", "homo_lumo_gap_ev": 5.34, "molar_mass_g_mol": 665.8, "total_charge": -1, "e_homo_ev": -3.638, "species": ["H", "C", "H", "B", "H", "H", "H", "H", "H", "C", "H", "C", "H", "C", "H", "O", "O", "C", "H", "H", "H", "H", "H", "C", "H", "C", "H", "H", "C", "H", "H", "C", "C", "H", "S", "H", "O", "O", "H", "C", "H", "H", "H", "C", "C", "O", "O", "H", "C", "O", "H", "H", "O", "H", "H", "O", "O", "H", "C", "H", "H", "H", "H", "H", "C", "S", "C", "C", "C", "H", "H", "O", "H", "C", "S", "C", "H", "H", "H", "C", "H", "H", "H", "C", "H", "C", "H", "H", "C", "H", "H", "H", "H", "H", "C", "H", "C", "H", "H", "H"], "xyz": [[6.31, -3.54, 4.39], [5.51, -2.81, 4.33], [-6.11, 5.82, -1.23], [0.79, 3.68, -2.85], [-4.08, -3.53, -2.12], [5.62, -3.01, -1.18], [1.90, 3.47, -3.34], [-8.19, 0.30, -1.61], [-3.11, 4.64, -1.31], [-7.49, 2.05, -2.61], [-8.07, 1.58, -3.41], [-5.89, -0.54, -0.93], [-5.58, 4.32, -2.00], [-2.92, 4.49, -0.25], [-4.28, 6.10, 0.18], [-0.70, -3.44, -2.91], [6.34, -2.15, 2.10], [0.69, 0.28, -0.93], [12.53, -3.63, 5.27], [-3.31, 2.36, -0.56], [13.10, -0.81, 4.21], [-5.54, -2.04, 0.63], [-1.27, 0.27, -1.57], [-6.12, 4.73, -1.14], [-5.62, 1.57, -0.89], [-5.45, 4.31, 0.16], [-2.80, -6.02, -3.38], [-7.33, 4.05, -3.33], [1.58, -0.23, -0.30], [-6.17, 4.45, 0.97], [11.84, -1.23, 5.36], [-0.36, 0.84, -1.76], [-7.90, 3.53, -2.55], [-2.07, 2.23, -3.10], [-1.43, -3.11, -1.72], [-7.79, 3.59, -0.37], [-2.35, -4.35, -1.33], [11.55, -1.80, 3.38], [-2.83, -4.41, -4.09], [-7.58, 4.23, -1.23], [-6.45, 1.97, -2.93], [9.99, -2.47, 1.30], [13.93, -2.62, 5.65], [-4.15, 5.05, 0.49], [-3.37, -5.09, -3.45], [0.62, 3.05, -1.47], [9.51, -1.94, 4.74], [0.38, -2.34, -0.55], [-3.58, -4.50, -2.07], [10.42, -3.97, 3.67], [-8.40, 1.74, -0.65], [-6.20, -0.82, -1.94], [-2.21, -1.91, -1.65], [-0.55, 3.15, 0.53], [8.42, -2.64, 2.15], [4.26, -1.55, 0.94], [-0.31, 3.05, -3.63], [-5.26, 3.24, 0.10], [-6.40, 0.87, -0.60], [5.32, -2.41, 5.32], [5.07, -0.97, 3.25], [6.74, -1.13, 3.80], [7.07, -3.33, -0.19], [2.39, -0.79, 0.11], [12.42, -1.61, 4.52], [5.22, -2.61, 1.06], [9.38, -2.14, 2.14], [-2.67, 3.01, 0.05], [-0.35, -3.13, -0.34], [0.62, 4.92, -2.71], [-2.99, 2.84, 1.09], [4.79, -3.94, 1.38], [9.23, -1.06, 2.11], [-1.22, 2.52, -0.05], [10.18, -2.56, 3.63], [-1.34, 2.94, -2.68], [13.70, -3.26, 4.01], [-0.93, -2.89, 0.55], [-6.52, 0.95, 0.48], [6.24, -2.65, -0.37], [-4.80, -0.52, -0.92], [-8.95, 3.66, -2.82], [-0.07, 0.68, -2.80], [13.19, -2.86, 4.88], [4.61, -3.32, 3.98], [5.89, -1.68, 3.40], [-8.25, 5.09, -1.13], [0.13, -4.10, -0.24], [-6.37, -1.61, 0.07], [-3.98, 5.08, 1.57], [-7.07, -1.18, 0.80], [6.59, -1.64, -0.57], [-6.90, -2.43, -0.42], [-1.21, 1.54, 0.43], [-7.71, 1.24, -1.32], [-1.72, 3.94, -2.48], [-0.60, 2.35, -1.46], [-2.05, 5.07, 0.05], [-4.34, -5.31, -3.90], [-4.20, -5.15, -1.45]], "mulliken_charge": [0.264, -1.039, 0.330, 1.220, 0.120, 0.406, -0.305, 0.504, 0.143, -0.598, 0.443, -0.277, 0.386, -0.247, 0.436, -0.666, -0.203, 0.196, 0.301, -0.250, 0.277, 0.321, -0.026, -0.449, -0.780, 0.088, 0.262, 0.373, -1.781, 0.532, 0.335, -0.586, -1.170, 0.178, 1.173, 0.376, -0.318, -0.284, 0.291, -0.605, 0.357, 0.472, 0.386, -1.388, -1.077, -0.901, -0.667, 0.081, -0.071, -0.634, 0.539, 0.400, -0.541, 0.358, 0.136, -0.617, -0.873, -0.542, 0.580, 0.392, 0.422, 0.278, 0.319, 1.202, -0.374, 1.147, -0.778, -0.140, -0.807, -0.397, 0.694, -0.666, 0.329, -1.784, 1.233, -0.796, 0.261, 0.324, 0.500, -0.951, 0.071, 0.370, 0.482, -0.974, 0.329, -0.435, 0.441, 0.399, -1.314, 0.371, 0.451, 0.301, 0.273, 0.386, -1.258, 0.441, 1.838, 0.347, 0.413, 0.293]}